Computed, not measured: a 11-piece molecular cluster, C32H91N5O17 overall in a non-equilibrium geometry, with the ωB97M-V functional and the def2-TZVPD basis.

Structure (XYZ):
```
145
Properties=species:S:1:pos:R:3
O 1.912 -0.330 -1.187
O -4.210 0.040 -3.078
O 2.727 -3.244 -0.043
O 0.626 4.543 6.692
O -2.762 2.366 -0.693
O 3.737 0.975 -5.242
O -2.023 5.785 -3.146
O -1.287 3.517 -4.231
O -4.203 4.478 0.553
O -0.534 -6.486 0.047
O -0.040 0.958 -4.624
O 4.375 -3.442 -2.371
O -0.457 0.045 0.564
O 3.197 -0.683 1.216
O 5.872 -0.342 -3.674
O 1.329 -4.700 -4.798
O -2.041 -2.986 4.939
N 0.382 -0.568 3.338
N -0.709 -2.023 -3.616
N 0.816 2.607 3.626
N -0.026 -2.918 -0.674
N -1.811 3.638 1.981
C -3.118 3.751 4.024
C 0.435 1.092 0.206
C 0.731 4.389 5.330
C 5.668 -1.343 -2.689
C -0.397 -3.094 -4.531
C -3.148 3.515 2.505
C -3.296 1.067 -1.041
C -4.167 4.535 1.972
C 4.534 -2.343 -3.165
C 1.340 1.438 -4.738
C -4.089 1.215 -2.349
C -1.444 -3.698 5.965
C 2.714 -4.931 -4.873
C 3.957 -1.880 1.442
C -5.112 5.385 -0.035
C -2.220 -3.854 0.239
C 1.061 -3.440 -4.300
C 1.781 2.093 5.835
C -0.640 -2.680 -5.969
C -0.695 5.370 -2.849
C 0.676 2.860 5.073
C -0.541 -1.074 4.351
C -1.052 -2.491 3.950
C -1.747 -0.111 4.281
C 1.095 0.806 -1.186
C -0.709 -4.023 0.030
C 0.741 5.928 7.074
C 2.475 0.365 -4.928
C -0.025 -7.682 -0.480
C 3.114 -3.086 1.355
C -0.650 3.879 -2.970
C -0.218 -5.336 -0.703
H -1.796 3.222 1.066
H -0.704 -5.432 -1.721
H -6.162 5.069 0.096
H 1.647 1.698 -1.446
H 1.890 2.582 6.749
H -1.497 -2.409 2.963
H 1.748 -2.663 -4.682
H -2.318 -3.993 6.613
H -0.922 -4.044 -4.348
H 3.232 -4.304 -5.582
H -1.707 -2.677 -6.142
H -2.692 4.712 4.115
H 1.727 6.205 6.656
H 0.861 -5.248 -0.931
H -1.707 -1.934 -3.399
H 0.029 2.904 3.074
H -3.392 2.956 -0.250
H 0.341 0.714 -1.998
H -0.130 -1.126 5.382
H -2.571 -0.372 4.966
H 6.784 -0.088 -3.633
H -0.205 -3.150 3.787
H -0.339 2.591 5.364
H -2.509 -3.234 1.102
H 2.185 -0.255 -5.814
H -0.393 5.655 -1.822
H 3.742 -3.379 -1.654
H 3.621 -4.008 1.691
H 0.289 3.339 -3.065
H 1.166 -3.383 -3.228
H -0.256 -8.460 0.228
H -2.453 0.346 -1.172
H -5.011 6.402 0.359
H 2.424 -0.280 -4.030
H 2.821 -0.717 0.325
H -1.557 4.636 1.935
H 0.561 0.420 3.513
H 2.940 -5.948 -5.115
H -4.154 3.785 4.402
H 6.585 -1.916 -2.421
H -0.140 -3.409 -6.650
H 1.220 1.020 0.969
H -2.211 3.783 -4.278
H -0.064 6.371 6.515
H -0.042 -1.771 -6.059
H -0.786 -3.057 6.569
H 1.090 -7.633 -0.482
H 2.207 -2.952 1.944
H -1.188 3.399 -2.160
H 0.121 5.785 -3.504
H -0.075 2.067 0.263
H 4.352 -1.708 2.453
H -0.406 -1.133 -3.942
H 1.656 4.894 4.934
H 5.316 -0.851 -1.769
H -2.800 -3.582 -0.659
H 1.585 3.217 3.330
H -0.342 -4.090 1.067
H 1.376 -1.081 -0.913
H -3.354 -0.379 -3.147
H 2.718 2.071 5.287
H -5.122 1.590 -2.131
H 4.703 -2.726 -4.195
H -5.194 4.366 2.308
H 1.287 -1.033 3.281
H -0.853 -4.600 5.653
H -0.406 -2.045 -0.394
H -1.433 0.875 4.585
H -3.551 2.015 -2.898
H 4.768 -1.977 0.699
H -2.526 3.091 4.627
H -1.922 6.189 -4.004
H -0.355 -0.212 1.519
H 3.592 -1.776 -3.257
H 0.794 5.979 8.172
H 1.570 1.989 -3.824
H 3.129 -4.699 -3.909
H 4.383 0.720 -4.558
H -0.343 -7.907 -1.501
H -0.608 1.730 -4.797
H -3.480 2.510 2.268
H 1.394 2.187 -5.534
H -2.632 -4.790 0.623
H -3.860 5.549 2.326
H -3.887 0.595 -0.220
H -0.080 4.933 4.810
H 1.824 -2.967 -0.178
H -0.122 -3.007 -1.687
H -4.793 5.441 -1.067
H 1.479 1.058 5.962
H -2.024 -0.110 3.210
```

- ΔE to the lowest compared entry with this formula, charge and spin (kJ/mol) = 142.7
- gap between HOMO and LUMO (eV) = 9.49
- HOMO level (eV) = -9.07
- net charge = 0
- structure (SMILES) = COC[C@H](C)N.COC[C@H](C)N.COC[C@H](C)N.COC[C@H](C)N.COC[C@H](C)N.OCCO.OCCO.OCCO.OCCO.OCCO.OCCO

Results of the Mulliken charge analysis, in e, for atoms 1 through 5: -0.18, -0.58, -0.24, -0.33, 0.16